This record from the Open Molecules 2025 dataset describes a molecular structure, C31H46N2OOsPSSi. The level of theory is ωB97M-V/def2-TZVPD.

ORCA input file:
```
! wB97M-V def2-TZVPD RIJCOSX def2/J DEFGRID3
* xyz 1 5
Os 0.094 0.646 -0.227
C -0.486 -2.077 2.609
C -0.849 -0.668 3.085
C -0.794 -0.596 4.613
P 0.207 0.572 2.243
C 0.072 2.178 3.106
C 0.916 3.211 2.356
C -1.368 2.660 3.284
C 1.917 0.064 2.454
C 2.567 -0.037 3.684
C 3.884 -0.463 3.774
C 4.586 -0.589 5.100
C 4.538 -0.785 2.582
C 3.919 -0.674 1.351
C 2.596 -0.232 1.274
N 1.939 -0.064 0.033
C 2.725 -0.338 -1.147
C 3.573 0.657 -1.639
C 3.723 1.979 -0.932
C 4.301 0.380 -2.786
C 4.218 -0.854 -3.430
C 5.003 -1.114 -4.689
C 3.391 -1.824 -2.886
C 2.630 -1.590 -1.742
C 1.782 -2.690 -1.159
H -1.182 -2.796 3.048
H 0.519 -2.343 2.942
H -0.533 -2.175 1.525
H -1.862 -0.424 2.745
H 0.162 -0.968 4.983
H -1.569 -1.244 5.025
H -0.954 0.403 5.015
H 0.523 2.001 4.087
H 0.543 3.357 1.337
H 1.966 2.922 2.294
H 0.859 4.175 2.864
H -1.829 2.891 2.323
H -1.366 3.573 3.882
H -2.002 1.934 3.793
H 2.045 0.229 4.596
H 3.991 -0.165 5.909
H 5.549 -0.078 5.088
H 4.778 -1.636 5.340
H 5.568 -1.123 2.620
H 4.459 -0.920 0.447
H 2.757 2.428 -0.698
H 4.285 2.682 -1.545
H 4.257 1.859 0.014
H 4.958 1.146 -3.187
H 6.044 -0.809 -4.574
H 4.590 -0.549 -5.527
H 4.986 -2.169 -4.957
H 3.326 -2.796 -3.365
H 1.627 -3.480 -1.892
H 0.803 -2.337 -0.833
H 2.273 -3.132 -0.287
O -1.123 -1.177 -0.494
N -2.450 -1.081 -0.521
C -3.135 -2.231 -0.739
C -4.499 -2.226 -0.776
C -5.179 -1.020 -0.586
C -4.464 0.132 -0.370
C -3.067 0.103 -0.340
S -2.100 1.521 -0.140
H -2.510 -3.100 -0.875
H -5.021 -3.154 -0.955
H -6.260 -0.992 -0.610
H -4.953 1.085 -0.226
C 0.504 1.654 -5.028
Si -0.299 0.774 -3.606
C 0.107 -1.033 -3.733
C -2.146 0.972 -3.683
C 0.380 1.629 -2.055
H 0.158 1.246 -5.982
H 1.590 1.528 -4.979
H 0.285 2.725 -5.020
H -0.447 -1.458 -4.576
H -0.176 -1.587 -2.835
H 1.172 -1.186 -3.920
H -2.474 0.862 -4.721
H -2.479 1.950 -3.327
H -2.657 0.202 -3.099
H -0.130 2.598 -2.010
H 1.438 1.824 -2.240
*
```

Summary:
- <S²>: 6.0278
- Frontier orbital gap (spin up / spin down): 7.86 / 6.46 eV
- HOMO energy (spin up / spin down): -10.422 / -10.913 eV

Results of the Löwdin charge analysis, in e, for atoms 1 through 8: 1.252 -0.099 -0.520 -0.093 0.962 -0.539 -0.107 -0.106

=====

This record from the Open Molecules 2025 dataset describes 17 unconnected molecules or ions with the total composition C54H148N6O23 in a non-equilibrium geometry. The level of theory is ωB97M-V/def2-TZVPD.

ORCA input file:
```
! wB97M-V def2-TZVPD RIJCOSX def2/J DEFGRID3
* xyz 0 1
C -0.839 2.871 -0.609
O -0.688 4.283 -0.434
C -1.692 4.902 0.349
C -3.102 5.089 -0.354
N -3.929 6.006 0.431
C -5.195 6.313 -0.167
C -6.350 5.639 0.464
O -6.420 4.292 0.043
C -7.406 3.668 0.758
H 0.059 2.487 -1.052
H -1.602 2.669 -1.366
H -1.128 2.411 0.332
H -1.300 5.894 0.659
H -1.718 4.332 1.260
H -3.526 4.137 -0.373
H -2.817 5.446 -1.380
H -3.468 6.895 0.638
H -5.245 6.160 -1.233
H -5.364 7.420 -0.070
H -7.332 6.115 0.255
H -6.229 5.692 1.559
H -7.469 2.602 0.392
H -8.384 4.259 0.646
H -7.204 3.604 1.820
C 4.183 -1.120 -6.548
O 4.168 -0.632 -5.227
C 3.316 -1.391 -4.467
C 3.205 -0.843 -3.000
N 4.433 -1.249 -2.334
C 4.727 -0.321 -1.183
C 6.201 -0.254 -0.742
O 6.997 0.211 -1.855
C 8.355 0.236 -1.392
H 4.691 -0.399 -7.215
H 3.135 -1.276 -6.941
H 4.615 -2.115 -6.680
H 3.706 -2.399 -4.379
H 2.309 -1.423 -4.985
H 2.386 -1.208 -2.394
H 3.088 0.251 -2.974
H 5.211 -1.180 -2.997
H 4.220 -0.656 -0.333
H 4.324 0.646 -1.345
H 6.608 -1.190 -0.433
H 6.290 0.470 0.060
H 8.619 -0.752 -0.995
H 8.493 0.881 -0.571
H 9.058 0.506 -2.224
C 3.705 0.294 4.946
O 2.453 -0.286 4.888
C 2.436 -1.560 5.563
C 0.959 -1.994 5.568
N 0.773 -3.217 6.357
C -0.479 -3.874 6.047
C -0.553 -4.999 5.102
O -0.033 -4.644 3.818
C -0.511 -5.486 2.790
H 4.169 0.260 5.934
H 3.615 1.306 4.564
H 4.406 -0.193 4.193
H 2.793 -1.573 6.586
H 3.099 -2.233 5.007
H 0.626 -2.217 4.517
H 0.367 -1.116 5.938
H 1.610 -3.920 6.214
H -1.103 -3.094 5.685
H -0.949 -4.246 7.007
H -1.560 -5.365 5.078
H -0.066 -5.842 5.502
H -0.224 -6.487 3.069
H -0.148 -5.120 1.845
H -1.658 -5.472 2.758
C 2.393 5.503 -4.701
O 2.096 4.120 -4.666
C 2.257 3.554 -5.953
C 1.992 2.081 -5.911
N 0.755 1.672 -5.325
C -0.407 2.476 -5.845
C -1.727 1.812 -5.525
O -1.782 1.661 -4.086
C -3.027 1.204 -3.618
H 1.656 6.111 -5.221
H 3.347 5.716 -5.135
H 2.449 5.776 -3.659
H 3.251 3.845 -6.296
H 1.615 4.100 -6.631
H 2.798 1.521 -5.551
H 1.972 1.760 -7.047
H 0.722 1.683 -4.319
H -0.279 2.638 -6.937
H -0.510 3.467 -5.435
H -1.777 0.821 -6.000
H -2.621 2.447 -5.901
H -3.044 1.250 -2.529
H -3.161 0.151 -3.951
H -3.827 1.745 -4.076
C -6.832 -0.132 -2.095
O -5.832 0.660 -1.472
C -4.995 -0.065 -0.621
C -3.997 0.819 0.112
N -4.648 1.902 0.780
C -4.108 2.480 1.915
C -4.659 1.775 3.188
O -4.045 2.249 4.378
C -4.030 3.659 4.584
H -7.751 -0.226 -1.385
H -6.426 -1.048 -2.571
H -7.294 0.492 -2.839
H -4.525 -0.942 -1.132
H -5.582 -0.564 0.135
H -3.211 1.132 -0.533
H -3.536 0.146 0.862
H -5.121 2.514 0.148
H -4.277 3.552 1.955
H -2.991 2.386 1.891
H -4.590 0.681 3.120
H -5.719 2.005 3.303
H -3.728 3.760 5.634
H -5.061 4.096 4.455
H -3.383 4.114 3.826
C -2.875 -2.453 1.756
O -2.843 -1.304 2.582
C -1.861 -1.198 3.602
C -1.045 -0.023 3.328
N -0.272 0.072 2.086
C 0.663 -1.055 1.819
C 1.017 -0.905 0.348
O -0.145 -1.123 -0.365
C -0.345 -0.625 -1.640
H -1.924 -2.983 1.887
H -2.846 -2.072 0.688
H -3.629 -3.161 1.984
H -1.292 -2.182 3.629
H -2.404 -0.995 4.551
H -0.365 0.129 4.158
H -1.811 0.798 3.226
H -0.897 0.093 1.320
H 0.293 -2.085 1.946
H 1.575 -0.877 2.432
H 1.741 -1.712 0.082
H 1.470 0.032 0.119
H -0.196 -1.458 -2.355
H 0.239 0.241 -1.911
H -1.431 -0.222 -1.714
C 6.386 -1.201 2.652
O 5.121 -1.373 2.017
H 6.767 -2.258 2.734
H 7.095 -0.708 2.017
H 6.380 -0.632 3.578
H 4.848 -0.469 1.721
C 0.105 -1.640 -6.197
O 0.063 -1.150 -4.907
H -0.857 -1.726 -6.711
H 0.835 -1.088 -6.809
H 0.527 -2.699 -6.268
H 0.087 -0.148 -4.900
C 2.916 2.960 -1.308
O 1.992 2.702 -2.338
H 3.142 4.028 -1.266
H 2.490 2.702 -0.356
H 3.850 2.382 -1.479
H 1.972 3.444 -2.947
C -3.569 -6.557 0.855
O -3.967 -5.809 1.967
H -3.918 -7.629 0.973
H -3.975 -6.174 -0.086
H -2.473 -6.663 0.778
H -4.898 -5.918 2.171
C -4.930 -2.940 6.471
C -5.044 -2.790 4.966
O -5.918 -1.711 4.694
H -4.317 -3.816 6.735
H -5.896 -3.108 6.937
H -4.523 -1.996 6.887
H -5.377 -3.763 4.495
H -3.994 -2.712 4.612
H -5.937 -1.572 3.715
C -2.952 -7.775 -4.222
C -2.200 -6.475 -3.897
O -2.179 -6.266 -2.515
H -3.320 -7.896 -5.261
H -3.741 -7.937 -3.479
H -2.248 -8.586 -4.051
H -2.663 -5.597 -4.351
H -1.180 -6.576 -4.271
H -1.276 -6.068 -2.256
C 3.319 -5.035 2.127
C 3.112 -4.934 0.652
O 1.902 -5.607 0.246
H 2.546 -4.522 2.751
H 4.228 -4.560 2.400
H 3.310 -6.095 2.412
H 3.892 -5.458 0.073
H 3.020 -3.910 0.251
H 2.134 -6.548 0.104
C 1.619 3.682 3.538
C 1.077 3.225 2.223
O 1.633 2.002 1.735
H 1.025 4.514 3.974
H 2.608 4.125 3.527
H 1.538 2.829 4.238
H 1.238 3.943 1.505
H -0.039 3.126 2.369
H 0.919 1.304 1.810
C 2.517 -4.990 -3.601
C 1.127 -4.550 -3.409
O 0.500 -5.142 -2.312
H 2.827 -4.992 -4.650
H 2.691 -5.973 -3.274
H 3.250 -4.310 -3.086
H 0.571 -4.952 -4.240
H 0.978 -3.499 -3.461
H 1.022 -5.139 -1.440
C 5.491 2.739 2.819
C 4.953 2.348 1.496
O 4.193 1.187 1.609
H 5.918 1.901 3.373
H 4.655 3.153 3.400
H 6.282 3.451 2.743
H 5.838 2.148 0.782
H 4.364 3.119 1.122
H 3.283 1.507 1.695
C 2.788 6.374 0.271
C 2.000 6.928 -0.900
O 1.394 5.881 -1.671
H 3.191 7.238 0.799
H 3.754 5.881 -0.012
H 2.222 5.778 0.951
H 2.607 7.603 -1.527
H 1.202 7.721 -0.545
H 0.741 5.324 -1.232
*
```

Summary:
- Frontier orbital gap: 8.66 eV
- Energy above the lowest of the compared OMol25 structures with the same formula, charge and spin: 83.7 kcal/mol
- HOMO energy: -8.044 eV

Results of the Löwdin charge analysis, in e, for atoms 1 through 8: -0.053 -0.223 -0.187 -0.160 -0.052 -0.237 -0.245 -0.198

=====

This record from the Open Molecules 2025 dataset describes a molecular structure, C12H14BN9Pb in a non-equilibrium geometry. The level of theory is ωB97M-V/def2-TZVPD.

ORCA input file:
```
! wB97M-V def2-TZVPD RIJCOSX def2/J DEFGRID3
* xyz 0 1
H 0.125 -1.046 2.832
N 1.317 -0.659 1.115
B 3.170 -0.537 -0.608
N 2.551 -1.134 0.711
C 3.057 -1.973 1.643
Pb -0.048 1.661 0.096
H 4.047 -2.404 1.501
C 2.127 -2.079 2.679
H 2.202 -2.674 3.575
C 1.052 -1.234 2.300
H 4.262 -1.032 -0.781
C -0.994 2.288 -1.541
H -1.808 2.328 -0.694
H -1.358 1.723 -2.335
H -0.487 3.247 -1.754
N 3.115 1.009 -0.500
N 2.199 -0.976 -1.766
N 1.932 1.741 -0.424
N 0.924 -0.417 -1.878
C 4.171 1.856 -0.486
C 2.466 -1.779 -2.830
H 5.202 1.480 -0.580
H 3.447 -2.245 -2.947
C 3.701 3.179 -0.371
C 1.338 -1.795 -3.647
C 2.307 3.053 -0.330
C 0.405 -0.933 -3.004
H 4.280 4.096 -0.342
H 1.214 -2.342 -4.573
H 1.545 3.811 -0.247
H -0.601 -0.701 -3.344
H -0.480 2.344 1.825
N -2.129 -0.233 0.525
C -3.276 -0.443 0.674
N -4.567 -0.637 0.674
C -5.283 -0.987 1.712
N -6.038 -1.300 2.573
*
```

Summary:
- Frontier orbital gap: 5.92 eV
- Energy above the lowest of the compared OMol25 structures with the same formula, charge and spin: 70.2 kcal/mol
- HOMO energy: -7.721 eV

Results of the Löwdin charge analysis, in e, for atoms 1 through 8: 0.104 -0.002 -0.479 -0.047 -0.080 1.308 0.121 -0.064

=====

This record from the Open Molecules 2025 dataset describes a molecular structure, C24H43InN2OP3 in a non-equilibrium geometry. The level of theory is ωB97M-V/def2-TZVPD.

ORCA input file:
```
! wB97M-V def2-TZVPD RIJCOSX def2/J DEFGRID3
* xyz 3 1
In 0.615 0.199 0.739
P 1.219 2.562 1.467
P -1.923 1.724 -1.046
P 1.454 1.034 -1.869
H 0.145 -1.864 1.510
C 1.057 -2.412 1.177
C 2.396 -1.712 1.101
H 2.565 -0.698 1.506
C 1.095 2.988 3.225
C 0.211 3.832 0.632
C 2.927 3.015 1.029
C -2.781 0.288 -1.808
C -3.195 2.155 0.211
C -2.331 3.028 -2.295
C 3.237 0.683 -2.208
C 1.273 2.599 -2.811
C 0.620 -0.189 -2.955
H 1.095 -3.299 1.819
H 3.157 -2.282 1.650
H 1.240 2.097 3.851
H 0.111 3.428 3.443
H 1.887 3.717 3.450
H -0.850 3.706 0.892
H 0.318 3.756 -0.459
H 0.553 4.825 0.964
H 3.610 2.175 1.216
H 3.214 3.856 1.675
H 3.011 3.313 -0.024
H -3.647 0.653 -2.377
H -3.110 -0.397 -1.016
H -2.099 -0.251 -2.477
H -3.946 2.816 -0.243
H -2.727 2.671 1.058
H -3.680 1.241 0.573
H -3.032 2.634 -3.043
H -1.420 3.364 -2.803
H -2.787 3.889 -1.790
H 3.568 1.279 -3.070
H 3.408 -0.379 -2.432
H 3.835 0.960 -1.326
H 2.078 2.642 -3.558
H 1.378 3.466 -2.147
H 0.310 2.649 -3.332
H 1.323 -0.495 -3.743
H -0.258 0.274 -3.422
H 0.306 -1.089 -2.392
C 1.185 -2.873 -0.347
C 1.492 -4.396 -0.577
C 2.526 -4.586 -1.587
C 3.643 -3.768 -1.645
C 3.690 -2.558 -0.979
C 2.475 -1.961 -0.427
O 0.119 -2.796 -1.138
H 0.495 -4.479 -1.033
H 1.623 -4.909 0.378
H 2.452 -5.481 -2.201
H 4.509 -4.078 -2.236
H 4.601 -1.950 -0.982
H 2.199 -1.052 -0.997
N -2.905 0.017 3.559
C -1.711 0.432 3.079
N -1.289 -0.397 2.120
C -2.246 -1.409 1.980
C -2.311 -2.498 1.103
C -3.457 -3.304 1.167
C -4.513 -3.002 2.051
C -4.445 -1.901 2.923
C -3.278 -1.152 2.883
H -3.447 0.482 4.282
H -1.174 1.288 3.489
H -1.484 -2.665 0.406
H -3.526 -4.189 0.528
H -5.402 -3.639 2.043
H -5.248 -1.625 3.615
*
```

Summary:
- Frontier orbital gap (spin up / spin down): 5.62 / 5.61 eV
- Energy above the lowest of the compared OMol25 structures with the same formula, charge and spin: 23.4 kcal/mol
- HOMO energy (spin up / spin down): -16.452 / -16.436 eV

Results of the Löwdin charge analysis, in e, for atoms 1 through 8: 0.818 0.731 0.787 0.792 0.046 -0.116 -0.141 0.084